1.
Here is a 2-piece molecular cluster, C5H12O2 overall from the OMol25 dataset. Energies are from ωB97M-V with the def2-TZVPD basis set.

Geometry as XYZ:
```
19
Properties=species:S:1:pos:R:3:forces:R:3:mulliken_charge:R:1
H 2.5033 -1.1733 -0.4168 0.113 -0.019 -0.220 0.333
H 2.1114 -1.5896 -2.4748 -0.220 0.190 -0.046 0.320
H -1.7160 0.0319 2.8995 0.044 0.127 -0.143 0.317
O 1.4923 -0.9003 -2.2032 0.020 -0.169 -0.074 -0.578
O -0.9524 -1.2950 -1.1352 -0.134 0.167 -0.408 -0.587
H -1.8396 1.6151 2.1427 0.052 -0.137 -0.125 0.323
C -1.5731 -0.0690 0.7637 -0.037 -0.367 -0.149 -0.445
H 0.7912 -0.6931 0.8971 1.504 0.663 0.211 0.289
H 2.6103 0.4443 -1.1054 -0.352 -0.100 0.117 0.259
C 1.9275 -0.4020 -0.9344 0.099 -0.070 0.394 -0.448
H -2.5833 -0.3931 0.5471 -0.075 -0.117 0.132 0.397
H -0.2225 -1.2772 -1.7792 -0.104 -0.037 0.023 0.430
H -0.2709 0.8249 2.2856 -0.200 -0.054 -0.126 0.317
H -0.6747 1.8905 -1.0881 -0.098 0.469 -0.196 0.030
C -1.3309 0.6440 2.0719 0.045 0.000 -0.055 -1.171
H 0.8980 1.0251 0.3558 -0.252 -0.370 -0.115 0.406
C -0.6570 -0.4225 -0.1460 -0.559 0.302 0.146 0.235
H -1.2969 1.7531 -0.7026 0.134 0.246 -0.234 -0.010
C 0.7832 -0.0138 0.0224 0.020 -0.724 0.868 -0.418
```
Positions in Å, forces in eV/Å.

The structure (SMILES) is C/C=C(/O)CCO.[H][H].

2.
Here is a 2-piece molecular cluster, C5H12O2 overall from the OMol25 dataset. Energies are from ωB97M-V with the def2-TZVPD basis set.

Geometry as XYZ:
```
19
Properties=species:S:1:pos:R:3:forces:R:3:mulliken_charge:R:1
H 2.1104 -0.8762 1.4655 -0.012 0.097 -0.113 0.361
H -0.4239 -1.6155 -1.2452 0.009 -0.104 -0.028 0.328
C -1.4249 0.4042 -0.2252 0.113 -0.021 0.175 0.077
H 3.0462 0.3717 0.6578 -0.144 -0.078 -0.026 0.348
O -0.6722 -0.7935 1.6042 0.125 -0.005 0.165 -0.506
H 0.9808 1.3825 1.6336 -0.024 -0.069 -0.114 0.256
H 1.0067 1.5433 -0.1120 -0.050 -0.113 0.108 0.263
C 2.0969 -0.1719 0.6243 0.030 -0.069 -0.002 -1.119
H -2.3464 -0.1502 -0.0504 0.112 0.051 -0.035 0.432
H -1.8895 0.8408 -2.2644 0.079 0.095 0.112 0.328
C -1.4149 1.3313 -1.4063 0.066 0.061 -0.045 -1.168
O -0.4021 -2.5041 -0.8703 -0.068 0.007 0.045 -0.647
H 2.0624 -0.7665 -0.2934 0.002 0.086 0.118 0.298
C -0.4341 0.1603 0.6367 -0.115 0.216 -0.289 0.081
H -0.8095 -2.3572 -0.0051 0.112 -0.115 -0.065 0.360
C 0.9213 0.8115 0.6956 -0.022 0.066 -0.024 -0.618
H -0.4042 1.6167 -1.7143 -0.146 -0.016 0.079 0.332
H 0.1436 -0.9674 2.0896 -0.134 0.034 -0.054 0.283
H -1.9804 2.2512 -1.2146 0.066 -0.121 -0.009 0.312
```
Positions in Å, forces in eV/Å.

The structure (SMILES) is C/C=C(/O)CC.O.

For the records above, the corresponding LUMO level values read 0.54 0.77 eV.
For the records above, the corresponding strongest force on any atom values read 1.657 0.378 eV/Å.